(1)
Formula: C9H22F6NO9S2V2
Source: the OMol25 dataset
Level of theory: ωB97M-V with the def2-TZVPD basis set

Output
LUMO level (alpha / beta)   -3.813 / -3.905 eV
E_HOMO (alpha / beta)   -11.8 / -12.5 eV
Net charge   +1
Calculated total energy   -118951.5439 eV
Multiplicity   7

```
51
Properties=species:S:1:pos:R:3:forces:R:3:mulliken_spin:R:1
V 0.5706 0.4433 2.8660 -0.32 -0.85 -0.97 2.989
V -1.1433 -2.1945 2.1855 0.53 2.18 -1.06 3.006
C 0.9329 -1.2232 -0.0025 -0.76 -0.40 -1.39 0.012
O 0.4853 -1.1350 1.3035 -0.71 0.33 2.32 -0.046
H 0.1153 -1.0626 -0.7340 0.01 -0.03 0.27 -0.003
H 1.6669 -0.4750 -0.3073 0.34 -0.18 0.45 0.002
H 1.2803 -2.2369 -0.2246 0.49 0.19 0.06 -0.003
C -1.8555 1.2617 -0.4869 -0.13 -0.14 0.76 0.007
F -2.2665 0.2430 -1.2363 0.23 0.11 -0.09 0.001
F -0.5364 1.4027 -0.5536 0.06 -0.16 -0.46 0.005
F -2.4485 2.3617 -0.8418 -0.18 0.35 -0.58 0.000
S -2.3112 0.9370 1.2940 0.65 0.17 0.90 -0.001
O -3.5351 1.5929 1.5675 -0.25 0.41 -0.10 0.000
O -2.3626 -0.5052 1.4299 0.81 -0.89 0.16 -0.004
N -1.0305 1.5953 2.1397 -2.08 -0.66 -1.24 -0.050
S -1.2500 3.1942 2.3945 1.56 0.94 1.60 0.021
O -0.0105 3.6139 2.9957 -0.18 -0.49 0.09 0.004
O -1.7534 3.9416 1.3075 -0.53 -0.08 -0.81 0.001
C -2.4854 3.3394 3.8060 0.70 -0.07 0.13 0.000
F -2.0425 4.2949 4.6202 -0.17 -0.18 -0.21 0.001
F -3.6821 3.6285 3.3882 -0.50 0.17 -0.12 0.000
F -2.4961 2.1810 4.4752 -0.08 -0.09 0.12 0.001
O -0.6721 -0.9337 3.8094 0.19 -0.84 -0.88 0.013
H -1.4648 -0.7958 4.3329 0.13 0.40 0.24 0.007
C -0.8327 -3.9158 -1.5922 0.48 -0.77 0.96 0.007
C -2.0150 -3.2001 -0.9812 -0.19 0.61 -0.51 0.001
O -2.0949 -3.3292 0.4754 0.44 -0.53 0.13 0.015
H -0.9954 -5.0002 -1.5869 -0.21 0.13 -0.39 0.001
H 0.0765 -3.8298 -0.9852 -0.14 0.47 -0.13 -0.001
H -0.6051 -3.5719 -2.5955 -0.15 0.00 -0.12 0.000
H -2.9399 -3.5846 -1.4171 -0.05 -0.04 0.28 0.001
H -2.0222 -2.1312 -1.1872 0.21 -0.05 0.21 -0.006
H -2.1790 -4.2819 0.6217 -0.09 0.09 0.17 -0.001
C 1.4708 -1.5481 -4.6069 -0.34 1.33 0.40 0.000
C 2.7571 -1.5029 -3.7985 -0.19 -0.47 -0.29 0.000
O 3.5127 -2.7015 -3.9880 0.07 0.50 0.26 0.000
H 0.9325 -2.4716 -4.4173 -0.04 -0.09 -0.10 0.000
H 1.5678 -1.3529 -5.6750 0.37 -0.42 -0.05 0.000
H 0.8643 -0.6901 -4.2691 -0.14 -0.34 0.03 0.000
H 2.4959 -1.4467 -2.7391 0.10 -0.29 0.04 0.000
H 3.3336 -0.5906 -3.9911 0.10 -0.17 -0.25 0.000
H 3.8249 -2.7142 -4.8982 0.02 -0.03 0.00 0.000
C 2.0638 3.5600 0.5029 -1.23 -1.03 0.09 -0.005
C 2.5592 2.1308 0.7648 -0.23 0.75 -0.02 0.026
O 2.1739 1.6892 2.1246 0.60 -0.25 -0.50 0.005
H 2.6340 4.0185 -0.2974 0.17 0.27 0.19 0.000
H 1.9755 4.1200 1.4316 0.72 0.25 -0.08 0.000
H 1.0138 3.5184 0.1859 0.19 -0.02 -0.20 0.003
H 3.6423 2.0984 0.6337 -0.01 -0.24 0.48 0.002
H 2.1389 1.4071 0.0738 -0.14 0.05 0.06 -0.012
H 2.9420 1.8516 2.6826 -0.13 0.09 0.15 0.001
```
Positions in Å, forces in eV/Å.

(2)
Formula: C9H22FeN3O4
Source: the OMol25 dataset
Level of theory: ωB97M-V with the def2-TZVPD basis set

Output
LUMO level (alpha / beta)   -4.788 / -8.925 eV
E_HOMO (alpha / beta)   -7.6 / -11.7 eV
Net charge   +1
Calculated total energy   -56719.3160 eV
Multiplicity   9

```
39
Properties=species:S:1:pos:R:3:forces:R:3:mulliken_spin:R:1
Fe -15.2058 -3.7758 9.7452 1.97 -1.39 -2.04 5.752
O -14.0566 -4.6320 8.4851 -2.93 2.25 2.77 0.266
H -13.4491 -5.2306 8.0753 1.07 -0.96 -0.72 0.026
C -8.8632 -2.6090 7.8858 -0.02 1.02 1.02 -0.007
O -8.3680 -1.6357 8.4272 0.02 -0.59 -0.59 0.017
N -10.1941 -2.8876 7.9827 0.01 -0.21 0.46 0.030
C -10.7398 -4.1339 7.4960 -0.23 -0.14 0.98 0.021
C -11.0904 -1.9721 8.6632 -0.08 0.38 -0.90 -0.001
H -8.2924 -3.3390 7.3040 0.05 -0.14 -0.10 0.000
H -11.5848 -4.3862 8.1454 -0.08 0.15 -0.03 -0.005
H -10.0392 -4.9355 7.7391 0.09 -0.05 -0.84 0.001
H -11.1275 -4.1100 6.4769 0.38 -0.15 -0.10 -0.001
H -10.5821 -1.1254 9.1149 0.36 -0.07 -0.32 0.001
H -11.7496 -1.6181 7.8632 -0.40 0.32 0.44 0.003
H -11.6760 -2.4136 9.4688 -0.03 -0.55 -0.02 0.017
C -11.3294 -7.4232 12.9289 0.80 2.10 0.04 0.515
O -10.7647 -8.4660 13.5113 -0.76 -0.76 -0.26 0.783
N -12.5377 -7.4444 12.2451 -0.19 -1.10 -0.73 0.448
C -12.9942 -6.2992 11.5205 -0.04 0.20 -0.10 0.007
C -13.3341 -8.6383 12.1053 -0.24 -0.81 0.48 -0.015
H -10.7857 -6.4846 12.8280 -0.08 -0.18 0.03 0.044
H -12.3407 -5.4378 11.6451 0.11 -0.12 0.24 0.036
H -14.0035 -6.0390 11.8618 -0.15 0.12 0.20 0.015
H -13.0914 -6.4830 10.4442 0.24 -0.37 0.06 0.022
H -12.7885 -9.5310 12.4106 0.22 0.32 0.16 0.000
H -14.2123 -8.5760 12.7608 -0.02 0.11 -0.11 0.023
H -13.6806 -8.8435 11.0894 0.12 0.49 -0.09 0.008
C -13.5934 -5.9690 5.4856 0.98 -1.16 -0.77 -0.006
O -12.5098 -6.4361 5.8256 -0.55 0.50 0.57 0.002
N -13.9909 -5.8547 4.2040 -0.45 0.62 0.99 0.002
C -13.1616 -6.2636 3.0927 -0.05 0.33 -0.37 0.000
C -15.1406 -5.0318 3.9205 -0.53 0.83 -0.73 -0.005
H -14.3761 -5.7192 6.2137 -0.16 0.33 -0.07 -0.005
H -13.7922 -6.8088 2.3897 0.14 -0.12 -0.02 0.000
H -12.3256 -6.8678 3.4243 -0.10 -0.10 0.16 0.000
H -12.7719 -5.3820 2.5745 0.03 -0.05 0.02 0.000
H -15.8140 -5.5012 3.2015 -0.01 -0.19 0.17 0.000
H -15.7031 -4.7275 4.8026 0.06 -0.60 0.25 0.003
H -14.8869 -4.0549 3.4830 0.43 -0.27 -0.15 0.000
```
Positions in Å, forces in eV/Å.

(3)
Formula: C9H22N2O2P2Pr
Source: the OMol25 dataset
Level of theory: ωB97M-V with the def2-TZVPD basis set

Output
LUMO level (alpha / beta)   -7.205 / -10.476 eV
E_HOMO (alpha / beta)   -15.4 / -15.1 eV
Net charge   +2
Calculated total energy   -49391.0121 eV
Multiplicity   4

```
38
Properties=species:S:1:pos:R:3:forces:R:3:mulliken_spin:R:1
Pr -0.1123 0.1166 0.1816 0.62 -0.68 0.30 2.072
P -2.1306 1.5686 -0.8323 -0.57 0.12 -1.07 0.000
P 1.1042 1.2004 2.4832 1.09 0.20 0.62 0.726
N -0.1718 -0.9588 -1.9571 -0.21 0.08 -0.95 0.027
N 1.8456 -1.1739 0.0761 0.83 0.18 0.29 0.068
H 0.9405 -2.5603 -2.9745 -0.05 0.42 0.39 0.002
H 2.5678 -2.8943 -1.0355 -0.34 0.42 0.04 0.004
H 0.2237 -2.9830 -1.4246 -0.29 0.46 -0.17 0.000
C 0.7281 -2.1645 -1.9629 -0.01 -0.21 0.00 0.003
H 2.7322 -1.3701 -1.9063 -0.13 0.07 0.74 0.002
C 2.0789 -1.9114 -1.1924 0.35 -0.02 -0.49 -0.004
H -0.9483 -0.7105 -3.9517 0.48 -0.14 0.80 0.000
H 3.6306 -1.4679 1.2421 -0.64 0.48 -0.35 -0.001
C -0.8562 -0.3831 -2.8861 0.27 -0.59 0.49 0.001
C 2.6685 -0.9184 1.0974 -1.10 -0.59 -0.10 -0.051
H -2.7506 0.7265 -3.0030 0.68 -0.18 -0.56 0.001
C -1.7084 0.8649 -2.6672 -1.14 1.16 1.57 0.003
H -1.2654 1.7489 -3.1621 -0.24 -0.59 -0.03 0.001
H 1.1595 2.5539 1.8787 0.01 -1.07 1.21 -0.002
H -0.0209 0.9567 3.4336 1.05 0.37 -1.17 0.015
H -1.8459 2.9869 -0.7461 -0.78 -0.92 -0.51 0.000
H -3.4791 1.2076 -0.4588 0.48 0.82 -0.89 0.001
O 0.7642 1.6840 -0.8774 -0.35 -0.24 0.58 0.001
C 1.8758 1.7141 -1.7462 1.02 -0.37 -0.71 0.002
C 1.6424 2.6495 -2.9176 -0.17 0.28 0.01 -0.001
C 3.1221 2.0690 -0.9483 -0.01 0.23 0.14 0.003
H 2.0137 0.6961 -2.1660 -0.02 0.26 0.13 0.000
H 0.8168 2.2754 -3.5300 0.12 0.09 -0.07 0.000
H 1.3556 3.6339 -2.5317 0.11 -0.04 -0.14 0.000
H 2.5271 2.7640 -3.5659 -0.32 -0.14 0.35 0.000
H 3.2330 1.3942 -0.0921 0.06 0.07 -0.17 0.001
H 4.0454 2.0231 -1.5469 -0.40 0.08 0.15 0.000
H 2.9896 3.0836 -0.5500 0.23 -0.10 -0.12 0.000
C 2.4076 0.0129 2.1830 -0.53 -0.33 -0.02 0.089
H 3.1106 -0.0370 3.0290 0.06 0.57 -0.68 0.038
O -1.3802 -2.0406 1.2136 0.54 1.38 1.18 -0.001
H -1.9537 -1.4518 1.7622 -0.04 -1.05 -0.38 0.000
H -0.6452 -2.2377 1.8401 -0.63 -0.50 -0.44 0.001
```
Positions in Å, forces in eV/Å.